--- one ---
17
Properties=species:S:1:pos:R:3 method="wB97M-V/def2-TZVPD" smiles="N/N=C(/CS)N1CC1" lumo_energy_ev=0.81 homo_lumo_gap_ev=9.6 molar_mass_g_mol=131.2 multiplicity=1
C -0.4603 -0.6906 0.1797
C -1.8949 -0.7616 0.6942
C 0.7780 1.2521 -0.7393
C 1.2466 1.1146 0.6925
H 1.4808 -0.8730 -1.2842
H 1.8144 -2.4224 -0.6415
H -2.4468 -1.8127 0.7794
H -1.9031 -0.1170 1.6617
H -2.2015 1.2721 -0.5273
H 1.2639 0.6757 -1.5321
H 0.4948 2.4131 -1.0001
H 1.0411 2.0298 1.3546
H 2.0637 0.4727 0.8576
N 1.5615 -1.5111 -0.4160
N 0.2769 -1.7050 0.0413
N -0.0748 0.6575 0.2640
S -3.0400 0.0059 -0.3843



--- two ---
17
Properties=species:S:1:pos:R:3 method="wB97M-V/def2-TZVPD" lumo_energy_ev=0.78 homo_lumo_gap_ev=9.3 molar_mass_g_mol=131.2 multiplicity=1
C 0.4307 0.3420 0.8030
C 0.4754 -1.1461 0.5505
C 0.5922 -1.3258 -1.0048
C -0.4229 0.8129 -0.4078
H 0.6250 0.4953 2.8544
H -0.2131 1.7036 2.1667
H 1.4027 0.7624 0.6178
H 1.3932 -1.5023 1.0481
H -0.4320 -1.7373 0.8815
H 1.7073 -1.4075 -1.2641
H 0.1249 -2.2583 -1.3994
H -2.1551 0.2329 -2.4323
H -1.2000 2.4367 0.2512
N -0.1697 0.6920 2.1140
N -0.1455 -0.1318 -1.4069
N -1.1713 1.7977 -0.4869
S -0.8416 0.2338 -2.8850



How far above the most stable structure does each one sit? In kcal/mol: one 70.8; two 0.0.



--- one ---
15
Properties=species:S:1:pos:R:3 method="wB97M-V/def2-TZVPD" lumo_energy_ev="3.37 / 3.36" total_charge=-1 homo_lumo_gap_ev="4.3 / 4.2" molar_mass_g_mol=87.1 s_squared=0.7567 multiplicity=2
N -0.9213 1.7791 -1.6432
C -0.7233 0.8591 -0.5798
C 0.6374 0.7351 -0.3139
C 1.4058 -0.4299 -0.7927
C 2.2697 -1.0756 0.0438
H -0.4519 1.4195 -2.4347
H -0.2518 2.6132 -1.6184
H -1.4989 0.5177 0.1132
H 1.2394 1.2854 0.5010
H 1.1227 -0.8814 -1.8030
H 1.9175 -1.0210 1.0781
H 2.6932 -2.0902 -0.1275
H -3.1536 -1.5693 2.1698
H -2.0930 -0.7024 3.0109
O -2.1918 -1.4394 2.3966



--- two ---
15
Properties=species:S:1:pos:R:3 method="wB97M-V/def2-TZVPD" lumo_energy_ev="3.27 / 3.23" total_charge=-1 homo_lumo_gap_ev="3.4 / 5.1" molar_mass_g_mol=87.1 s_squared=0.7641 multiplicity=2
N 0.7309 1.0240 1.1291
C 0.8921 0.5264 -0.2405
C 1.8654 0.9126 -1.0810
C -0.5453 -0.5923 -1.9712
C -0.4499 0.1173 -0.7260
H 0.3319 0.2502 1.5604
H -0.0874 1.5849 1.2191
H 1.6262 0.5114 -2.1449
H 2.9389 1.0547 -0.8489
H -1.2933 -1.4450 -2.2731
H -0.1157 -0.1373 -2.7957
H -1.2537 0.3418 -0.0513
H -1.9279 -2.3930 1.9988
H -1.4832 -1.4292 2.9804
O -1.8034 -1.4113 2.0705



How far above the most stable structure does each one sit? In kcal/mol: one 20.2; two 0.0.